{
  "formula": "C60H90N14",
  "method": "wB97M-V/def2-TZVPD",
  "homo_lumo_gap_ev": 8.17,
  "e_above_lowest_kj_mol": 632.8,
  "homo_energy_ev": -7.795,
  "species": ["N", "C", "C", "C", "C", "H", "H", "H", "H", "H", "N", "C", "C", "C", "C", "H", "H", "H", "H", "H", "N", "C", "C", "C", "C", "H", "H", "H", "H", "H", "N", "C", "C", "C", "C", "H", "H", "H", "H", "H", "N", "C", "C", "C", "C", "H", "H", "H", "H", "H", "N", "C", "C", "C", "C", "H", "H", "H", "H", "H", "N", "C", "C", "C", "C", "H", "H", "H", "H", "H", "N", "C", "C", "C", "C", "H", "H", "H", "H", "H", "N", "C", "C", "C", "C", "H", "H", "H", "H", "H", "N", "C", "C", "C", "C", "H", "H", "H", "H", "H", "N", "C", "C", "C", "C", "H", "H", "H", "H", "H", "N", "C", "C", "C", "C", "H", "H", "H", "H", "H", "C", "C", "N", "C", "C", "C", "C", "H", "H", "H", "H", "H", "H", "H", "H", "H", "H", "H", "H", "H", "H", "H", "C", "C", "N", "C", "C", "C", "C", "H", "H", "H", "H", "H", "H", "H", "H", "H", "H", "H", "H", "H", "H", "H"],
  "xyz": [[2.764140, 1.813863, -4.784137], [4.083300, 2.118643, -4.513487], [4.195000, 2.824313, -3.333287], [2.890910, 3.000363, -2.839567], [2.009730, 2.386243, -3.758047], [2.475670, 1.199053, -5.531727], [4.887860, 1.810753, -5.164857], [5.118090, 3.199543, -2.916757], [2.688510, 3.498903, -1.903137], [0.939340, 2.246013, -3.789497], [4.685070, -6.330037, -2.003227], [4.417670, -5.981267, -0.699007], [3.265680, -5.194387, -0.726347], [2.717970, -5.147597, -1.967207], [3.508450, -6.093537, -2.697667], [5.458090, -6.831487, -2.416867], [5.095780, -6.251407, 0.096983], [2.776080, -4.674327, 0.083733], [1.755920, -4.720737, -2.209377], [3.240670, -6.606267, -3.609697], [-4.606180, 0.345683, 0.323033], [-5.253980, -0.289297, -0.746057], [-5.487210, -1.652577, -0.289327], [-4.754160, -1.811857, 0.818293], [-4.309010, -0.556937, 1.284113], [-4.139190, 1.232693, 0.199633], [-5.458960, 0.035683, -1.755397], [-5.848960, -2.560437, -0.749027], [-4.597020, -2.803837, 1.215413], [-3.599550, -0.240887, 2.034563], [-2.929370, 4.858473, -0.616987], [-4.037200, 5.439863, -0.019537], [-5.185610, 4.939303, -0.644677], [-4.728910, 4.153723, -1.659187], [-3.379230, 3.971423, -1.583787], [-1.944320, 5.065733, -0.534447], [-3.853980, 6.225823, 0.698173], [-6.209150, 5.269463, -0.545877], [-5.316830, 3.670073, -2.425237], [-2.712270, 3.411823, -2.222847], [-3.234420, 2.042773, 2.989233], [-2.300220, 1.386243, 3.727963], [-1.074510, 1.624343, 3.169463], [-1.186530, 2.556443, 2.165963], [-2.529650, 2.753693, 2.046173], [-4.237570, 1.929823, 3.021493], [-2.681200, 0.751003, 4.513913], [-0.087190, 1.396253, 3.543063], [-0.400550, 3.012773, 1.582503], [-3.067710, 3.338283, 1.314643], [-3.852310, -6.550447, -1.048057], [-4.643500, -7.532657, -0.495837], [-5.911420, -7.532257, -1.001657], [-5.816180, -6.563217, -1.982827], [-4.650070, -5.808107, -1.866397], [-2.847110, -6.477127, -0.982617], [-4.136380, -8.305747, 0.062323], [-6.626800, -8.184617, -0.523077], [-6.649110, -6.457897, -2.662187], [-4.224820, -5.135757, -2.596827], [1.579750, -1.207937, 2.421733], [0.848180, -1.617547, 3.531573], [1.822650, -1.800607, 4.570783], [3.059180, -1.504807, 4.082993], [2.870490, -1.126267, 2.753003], [1.305750, -0.917097, 1.494133], [-0.197330, -1.886637, 3.501763], [1.494820, -2.139817, 5.542303], [4.012940, -1.484577, 4.589283], [3.597610, -0.779187, 2.033813], [-0.859060, -4.459927, 0.861333], [-0.418560, -4.984227, -0.308927], [-1.213950, -4.430667, -1.357787], [-2.291230, -3.663847, -0.762597], [-2.103200, -3.917037, 0.568393], [-0.483630, -4.781377, 1.742143], [0.450200, -5.625417, -0.285907], [-0.959070, -4.626077, -2.388937], [-3.176950, -3.194067, -1.164107], [-2.550770, -3.566457, 1.486643], [-0.100340, -1.421647, -0.677057], [1.097560, -1.223097, -1.269217], [1.361140, 0.151193, -1.112497], [0.275200, 0.785473, -0.514247], [-0.550720, -0.225147, -0.089537], [-0.447130, -2.368667, -0.622297], [1.527090, -2.103607, -1.723767], [2.168810, 0.556773, -1.703737], [0.134790, 1.824053, -0.253417], [-1.512280, -0.223467, 0.402203], [-4.569550, -1.123187, 6.349833], [-4.183960, -1.508607, 5.145723], [-5.287890, -1.886357, 4.429293], [-6.296280, -1.783507, 5.318263], [-5.906610, -1.432127, 6.568013], [-3.988990, -0.681527, 7.048383], [-3.132790, -1.417717, 4.915103], [-5.428510, -2.155237, 3.392793], [-7.314610, -1.997227, 5.028933], [-6.349490, -1.243437, 7.534793], [5.313280, -2.510187, -1.230767], [6.011180, -2.290037, -0.016557], [7.003720, -1.329117, -0.262647], [6.663610, -0.791317, -1.513677], [5.700390, -1.602147, -2.153367], [4.492520, -3.096147, -1.286467], [5.644210, -2.896097, 0.798563], [7.698880, -0.979067, 0.486093], [7.245420, 0.028993, -1.907377], [5.332970, -1.654937, -3.167577], [-0.208930, 6.730273, 2.356463], [-1.522190, 6.438483, 2.293933], [-2.196400, 7.626973, 2.205463], [-1.296880, 8.678733, 2.139883], [-0.036940, 8.070813, 2.146213], [0.527250, 6.049233, 2.476133], [-1.829790, 5.424243, 2.501523], [-3.276030, 7.621903, 2.177563], [-1.459680, 9.731893, 1.964503], [0.933230, 8.534393, 2.044963], [2.492570, -1.343257, -7.172847], [1.014970, -1.052197, -7.312807], [0.610170, -0.580467, -5.972297], [-0.831180, -0.234487, -5.923587], [-1.106280, 0.798543, -4.860147], [0.915400, -1.436307, -4.740657], [0.537140, -2.908137, -4.998237], [2.621670, -2.264997, -6.605547], [3.177990, -0.652917, -6.681177], [2.816370, -1.348627, -8.213627], [0.934540, -0.327647, -8.123147], [0.359030, -1.863857, -7.627517], [-1.158470, 0.202433, -6.867037], [-1.533790, -1.067487, -5.946917], [-2.138420, 0.557253, -4.606027], [-0.460130, 0.971953, -3.999607], [-1.224050, 1.734973, -5.405427], [0.292200, -1.090367, -3.915997], [1.941290, -1.330697, -4.387837], [1.076520, -3.432667, -5.786937], [-0.516830, -3.111717, -5.187447], [0.815010, -3.547507, -4.160327], [2.213870, 4.244503, 1.349703], [2.884120, 3.256823, 2.322683], [2.717890, 3.866113, 3.635463], [2.843000, 2.803553, 4.606803], [2.317490, 3.334063, 5.886253], [3.696940, 5.002963, 3.968563], [5.209400, 4.553783, 4.127243], [1.259540, 4.409053, 1.849973], [1.967560, 3.810693, 0.380563], [2.589210, 5.266433, 1.295913], [2.451250, 2.258143, 2.380753], [3.938640, 3.133503, 2.075983], [2.116320, 2.018923, 4.396123], [3.862430, 2.457363, 4.777133], [2.236150, 2.504143, 6.588193], [2.795890, 4.224733, 6.293613], [1.288620, 3.636663, 5.691463], [3.295190, 5.510393, 4.845613], [3.482610, 5.785243, 3.240413], [5.548410, 3.830663, 3.385433], [5.353210, 4.147443, 5.128393], [5.807930, 5.462403, 4.061913]],
  "atomic_forces_ev_per_a": [[1.030, 1.316, 1.663], [0.377, -0.286, -0.118], [-0.070, -0.376, -0.965], [-1.110, -0.628, -1.004], [0.796, -0.154, 0.182], [-0.526, 0.160, 0.210], [-0.173, -0.091, -0.082], [-0.105, -0.090, 0.012], [-0.464, -0.023, -0.191], [0.237, 0.251, 0.289], [-2.768, -0.967, -0.040], [0.559, 1.322, 0.045], [1.093, 0.216, 2.972], [0.587, -3.081, -2.704], [-0.405, 2.374, -0.701], [-0.200, -0.178, 0.578], [-0.016, 0.375, -0.059], [0.457, -0.145, 0.494], [0.122, -0.168, -0.252], [0.556, 0.380, -0.303], [-0.733, -0.503, -2.686], [-0.832, -2.650, 1.622], [0.519, 2.417, -3.333], [1.144, 0.542, 3.715], [0.871, -1.218, -0.414], [-0.167, 0.063, 0.253], [-0.017, 0.864, 0.472], [-0.498, 0.548, -0.747], [-0.017, 0.282, 0.652], [-0.265, -0.356, 0.257], [-0.901, -0.910, -0.479], [0.436, 0.121, -0.275], [0.686, 2.260, 1.308], [-0.060, -2.827, -1.957], [0.554, 1.247, 0.002], [-0.363, 0.258, 0.605], [-0.322, -0.239, 0.031], [0.171, 0.007, 0.401], [-0.207, -0.106, 0.170], [0.017, 0.112, 0.128], [1.148, 0.721, -0.746], [-0.663, -1.212, 0.416], [1.801, -0.398, 2.177], [-1.103, 0.485, -1.064], [-1.681, 1.036, -1.354], [0.270, 0.108, 0.115], [0.538, -0.010, 0.073], [-0.231, -0.686, 0.351], [-0.151, -0.098, 0.066], [-0.034, 0.108, 0.091], [-0.848, -0.382, 0.830], [2.284, -0.871, 0.790], [2.064, -0.612, 1.245], [-2.275, 2.103, -0.928], [-0.324, -1.768, -1.898], [-0.243, 0.197, 0.262], [-0.209, 0.191, 0.537], [-0.485, 0.097, -0.925], [0.120, 0.862, -0.169], [-0.105, 0.192, 0.260], [-0.709, -0.228, 0.610], [1.987, -0.232, 0.530], [-3.946, -0.439, -0.545], [1.419, 0.873, -1.459], [1.596, 0.068, 0.533], [-0.686, -0.122, 0.110], [0.091, 0.313, -0.082], [0.361, 0.005, 0.095], [-0.132, -0.096, 0.025], [-0.021, -0.034, 0.000], [-1.363, -1.476, -1.437], [-0.012, 1.406, -1.768], [1.140, -1.015, 0.943], [0.879, -2.105, 0.616], [0.710, 2.119, 2.874], [-0.548, 0.274, 0.084], [0.026, 0.144, -0.494], [-0.334, 0.171, -0.112], [0.299, 0.029, -0.202], [-0.788, 0.341, -0.457], [-0.041, 0.680, 1.188], [-0.680, 1.489, 0.764], [1.706, -1.492, -2.622], [-0.084, -0.440, 1.372], [-1.097, -1.625, -1.222], [-0.637, 0.337, 0.405], [0.609, 0.459, -0.164], [0.137, 0.540, 0.484], [0.184, -0.088, -0.163], [0.084, 0.122, 0.076], [-0.371, -0.187, 3.102], [1.819, 0.522, -1.703], [1.749, -0.084, -1.327], [-4.780, -1.074, 0.851], [1.525, 1.428, -0.310], [0.103, -0.409, -0.200], [-0.097, -0.058, -0.361], [0.438, -0.021, 0.177], [-0.148, -0.131, 0.239], [-0.236, -0.021, -0.369], [0.519, 0.457, 1.958], [-0.252, -0.755, -1.877], [-2.705, -0.901, 1.141], [0.748, -0.452, -1.672], [1.124, 1.174, 0.876], [0.219, -0.103, -0.093], [0.610, 0.131, 0.278], [-0.023, 0.145, -0.234], [-0.260, -0.077, -0.542], [-0.026, 0.350, 0.146], [1.100, 0.485, -0.783], [-0.168, -0.471, 0.947], [-1.941, -1.057, -0.088], [1.944, -0.127, -0.730], [-0.353, 0.807, 0.686], [-0.105, 0.208, -0.065], [-0.295, 0.101, -0.165], [0.010, 0.482, 0.084], [-0.143, -0.146, 0.116], [-0.011, -0.203, 0.146], [0.220, -1.094, -1.155], [0.643, 0.591, 2.224], [-1.504, 0.728, 0.598], [1.409, 0.108, -0.739], [-1.862, 0.533, -0.715], [-0.800, -0.615, -1.973], [0.502, -0.800, 0.419], [0.362, -0.291, -0.602], [-0.768, 0.709, 0.155], [0.752, -0.896, 0.097], [-0.530, 0.734, 0.564], [0.463, -0.748, -0.132], [0.653, 0.362, -0.333], [0.212, -0.808, 0.900], [-0.061, 0.346, 1.018], [-0.115, -0.739, -0.174], [0.376, 0.379, 0.326], [0.027, 0.285, -0.219], [0.142, 0.021, -0.370], [0.141, 0.534, -0.437], [-0.111, 0.446, 0.050], [-0.140, 0.193, 0.539], [-1.314, -0.891, 0.345], [0.619, 2.047, -0.477], [1.368, 0.118, 0.408], [-0.492, 0.933, 0.975], [-1.218, 0.037, 1.262], [-0.709, -1.435, -0.769], [-1.439, 1.099, 0.188], [-0.385, -0.158, -0.220], [0.377, 0.231, -0.209], [0.803, -0.374, -0.270], [-0.338, 0.203, -0.505], [0.287, -0.229, -0.166], [0.593, -0.410, -0.610], [0.146, -0.545, -0.489], [0.304, 0.272, 0.498], [0.356, -0.413, 0.218], [-0.170, 0.116, 0.048], [0.384, -0.429, 0.390], [0.718, -0.216, -0.573], [-0.167, 0.124, -0.022], [0.055, -0.114, -0.077], [0.207, -0.114, -0.078]],
  "lowdin_charge": [0.0360, -0.1525, -0.1211, -0.1129, -0.1197, 0.1093, 0.0992, 0.0920, 0.0731, 0.0738, 0.0309, -0.1176, -0.1895, -0.1233, -0.1055, 0.1509, 0.1084, 0.0971, 0.0657, 0.1006, 0.0204, -0.0712, -0.1156, -0.1816, -0.1391, 0.1230, 0.0919, 0.0946, 0.0860, 0.0857, 0.0107, -0.1163, -0.1044, -0.1644, -0.1352, 0.1445, 0.0745, 0.0975, 0.0972, 0.1034, 0.0348, -0.1383, -0.1146, -0.1147, -0.1560, 0.1540, 0.0886, 0.0861, 0.0786, 0.0832, 0.0182, -0.1577, -0.1088, -0.1375, -0.1382, 0.1235, 0.1042, 0.1011, 0.0891, 0.1018, 0.0301, -0.1107, -0.1319, -0.1294, -0.1595, 0.1029, 0.0868, 0.0854, 0.0929, 0.1091, 0.0362, -0.1406, -0.1146, -0.1042, -0.1527, 0.1535, 0.0981, 0.0837, 0.0932, 0.1037, 0.0285, -0.1342, -0.1148, -0.1075, -0.1124, 0.0765, 0.1029, 0.0766, 0.0782, 0.0948, -0.0051, -0.1754, -0.1042, -0.1659, -0.0924, 0.1513, 0.1014, 0.0804, 0.1015, 0.1068, 0.0039, -0.1148, -0.1127, -0.1292, -0.1346, 0.0983, 0.0931, 0.0877, 0.0823, 0.0997, 0.0201, -0.1540, -0.1463, -0.0969, -0.1251, 0.1130, 0.0995, 0.0859, 0.0929, 0.1025, -0.0964, -0.2546, -0.1740, -0.2766, -0.0914, -0.1992, -0.0857, 0.0595, 0.0661, 0.0748, 0.1112, 0.1126, 0.1087, 0.1036, 0.0728, 0.0450, 0.0738, 0.0866, 0.1029, 0.0600, 0.0725, 0.0423, -0.0746, -0.2367, -0.1879, -0.3088, -0.1069, -0.1807, -0.0629, 0.0241, 0.0521, 0.0694, 0.1039, 0.1033, 0.1038, 0.1132, 0.0786, 0.0653, 0.0799, 0.0915, 0.0901, 0.0626, 0.0626, 0.0655]
}